(1)
12
Properties=species:S:1:pos:R:3:forces:R:3 method="wB97M-V/def2-TZVPD" e_homo_ev="-3.605 / -4.113" total_charge=-1 s2=2.021 e_lumo_ha="0.1103 / 0.1087" homo_lumo_gap_ev="6.6053 / 7.0723" spin_multiplicity=3
Ni -0.30735 -1.18006 -0.46758 -1.944 -0.465 0.007
N -1.21476 0.70289 1.05404 -1.809 0.706 -2.061
S 0.12053 0.21324 1.89370 -0.508 -2.342 1.933
O -0.37031 -0.51884 3.13832 0.845 1.337 -1.862
O 0.81359 -0.90624 0.98816 0.045 0.900 0.722
S -2.22638 0.26644 -0.20427 1.226 -2.748 2.922
O -2.91672 -1.16307 0.02993 1.414 2.405 -0.877
C 1.63647 0.78286 -1.62206 -0.597 -0.839 0.848
F 1.07114 -0.48441 -1.76213 0.926 0.855 -0.883
F 1.75056 1.25551 -2.84820 0.045 0.379 -0.500
F 2.83897 0.59842 -1.11092 0.212 0.121 -0.011
H 0.99824 1.40069 -0.97071 0.145 -0.309 -0.240

(2)
16
Properties=species:S:1:pos:R:3:forces:R:3 method="wB97M-V/def2-TZVPD" e_homo_ev=-9.100 e_lumo_ha=0.0342 smiles="C1=C[C@@H]2C[C@H]1CN2" homo_lumo_gap_ev=10.0307
C -1.28803 0.53066 -0.49677 -0.376 -0.887 -5.158
C -1.20022 -0.88463 -0.55185 -0.187 4.357 -0.014
C 0.03903 -1.03333 0.38723 -1.744 -1.996 1.989
C -0.24358 0.26114 1.34042 -0.168 -3.001 0.273
C -0.03710 1.14378 0.15387 -2.430 2.611 4.165
C 1.18813 0.69376 -0.63058 -0.123 1.783 -1.779
N 1.29719 -0.90614 -0.35469 1.452 4.098 0.279
H -1.81851 1.21173 -1.29582 0.350 -1.547 1.745
H -1.91432 -1.57003 -1.15833 1.781 1.120 1.361
H -0.06425 -1.96922 0.93224 0.628 -0.198 0.082
H -1.31347 0.20171 1.73592 1.623 0.249 -0.530
H 0.40266 0.33001 2.18158 1.078 0.111 0.605
H -0.16921 2.28685 0.63633 0.624 -2.616 -2.325
H 2.26940 1.17877 -0.38672 -2.898 -0.868 -0.739
H 0.53882 1.23502 -1.62323 3.525 -2.361 1.116
H 2.23920 -0.83020 0.24690 -3.133 -0.857 -1.071

(3)
9
Properties=species:S:1:pos:R:3:forces:R:3 method="wB97M-V/def2-TZVPD" e_homo_ev=-8.680 e_lumo_ha=0.0312 smiles=O[C@@H]1CP1 homo_lumo_gap_ev=9.5294
O -0.97219 1.05408 0.30278 -2.094 0.998 -1.146
C -0.19300 0.22669 -0.55154 -0.985 2.602 -1.068
C 0.06987 -1.00668 0.07387 2.330 0.042 3.013
P 1.66629 0.35806 -0.08420 -0.961 -1.721 -1.983
H -1.87772 1.25459 -0.10105 1.952 -0.578 0.711
H -0.42475 0.38853 -1.68834 0.625 -0.744 2.221
H -0.00568 -0.98945 1.24827 -0.383 -0.365 -2.729
H 0.28853 -1.91195 -0.41754 -0.055 -0.915 -0.476
H 1.44865 0.62612 1.21775 -0.428 0.681 1.456

(4)
9
Properties=species:S:1:pos:R:3:forces:R:3 method="wB97M-V/def2-TZVPD" e_homo_ev=-9.022 e_lumo_ha=-0.0158 smiles="O=[N+]([O-])N=C=CS" homo_lumo_gap_ev=8.5938
O 3.05213 0.53857 0.14602 -0.867 -0.415 -0.708
N 1.96998 0.01015 0.21565 -0.192 1.280 0.552
O 1.66825 -0.98022 0.80726 0.074 -1.214 -0.013
N 0.78273 0.87808 -0.08666 -0.043 0.730 -0.115
C -0.28758 0.45552 -0.52783 0.299 -0.293 0.793
C -1.57072 0.19763 -0.69324 2.207 -0.504 1.354
S -2.42243 -0.76288 0.52259 0.776 0.535 0.135
H -1.92780 0.41310 -1.62555 -1.496 0.274 -2.183
H -1.26455 -0.74995 1.24177 -0.757 -0.394 0.186

(5)
16
Properties=species:S:1:pos:R:3:forces:R:3 method="wB97M-V/def2-TZVPD" e_homo_ev=-8.381 e_lumo_ha=0.0113 smiles="C=C(C)NCI.I" homo_lumo_gap_ev=8.6878
C -0.42650 0.42627 -1.58195 -0.106 1.937 1.822
C -0.11867 0.72088 -0.33693 2.360 -3.674 2.213
C -0.51504 1.85271 0.52063 1.548 4.700 -5.293
N 0.65083 -0.26950 0.52854 0.095 -0.161 0.588
C 1.49062 -1.51760 0.63891 -3.096 -0.052 -5.202
I 3.50508 -1.28602 -0.06470 0.356 0.063 -0.354
H -0.95848 1.20664 -2.03373 -0.754 0.446 -1.473
H -0.01729 -0.43169 -1.95582 0.563 -1.893 -1.588
H -1.39485 2.36433 0.06808 0.283 -0.579 0.596
H -0.61871 1.66729 1.48056 -0.952 -1.269 4.508
H 0.27174 2.77600 0.51645 -1.306 -2.316 -0.212
H 0.63544 0.11781 1.43332 0.150 0.422 1.018
H 1.68423 -1.89634 1.58532 -0.444 0.138 2.035
H 0.99318 -2.43377 0.01836 1.322 2.330 1.289
I -2.47931 -2.31740 0.06396 -0.216 0.610 -0.470
H -2.70225 -0.97961 -0.88100 0.198 -0.700 0.522

(6)
31
Properties=species:S:1:pos:R:3:forces:R:3 method="wB97M-V/def2-TZVPD" e_homo_ev=-12.499 total_charge=+1 e_lumo_ha=-0.1580 homo_lumo_gap_ev=8.1999
C -2.42844 -0.37379 0.85336 0.899 1.692 1.904
C 1.25144 0.02684 -0.34867 1.117 0.181 0.224
C -4.40487 -1.87348 0.06250 2.034 0.643 -0.697
C 2.35155 -2.43242 -0.45194 -0.544 -3.074 -0.684
C 3.22667 1.08130 0.60949 0.529 -0.126 1.715
C -0.86513 1.87067 -1.38364 -0.437 -0.528 0.618
C 0.25181 2.43479 1.28928 -1.398 0.839 -0.258
C -2.92012 -1.43056 -0.05589 0.648 -1.133 -2.332
C 3.12502 -1.32600 0.05676 1.711 2.094 0.208
N 2.46880 -0.02965 0.08970 -2.578 -0.356 -0.329
O -1.33475 0.20893 0.77502 -2.424 -1.685 0.154
P 0.39610 1.53509 -0.07477 -2.504 1.102 -0.391
H -5.00727 -1.15135 0.54204 -0.775 0.956 0.213
H -4.45394 -2.74247 0.60827 -0.218 -2.014 1.555
H -4.74308 -2.15052 -0.91385 -0.490 0.240 -0.556
H 2.92301 -3.25437 0.03290 -0.964 -0.212 -0.293
H 1.26782 -2.44937 -0.14622 1.300 0.021 -0.208
H 2.45284 -2.69587 -1.53279 -0.308 0.840 0.695
H 4.03563 0.56900 1.23939 -0.896 1.556 -0.716
H 2.55577 1.81605 1.17869 1.450 -1.450 -0.671
H 3.59382 1.57644 -0.27146 0.777 0.466 -0.045
H -0.27366 2.51506 -2.00184 -0.056 0.644 -0.827
H -1.77951 2.45360 -0.99799 1.532 -1.063 -0.436
H -1.13120 0.95322 -1.99242 0.273 1.023 1.023
H -3.07973 -0.01613 1.75999 0.614 -0.835 -1.494
H -0.75025 2.96785 1.52057 2.022 -0.852 -0.520
H 1.05800 2.49198 1.99422 -0.126 0.060 0.418
H -2.85324 -0.99682 -1.13050 0.489 -0.578 1.658
H -2.15849 -2.35216 -0.02574 -1.595 2.043 -0.060
H 4.06415 -1.09680 -0.43068 0.309 -0.426 -0.919
H 3.52378 -1.51573 1.03460 -0.387 -0.069 1.048

(7)
39
Properties=species:S:1:pos:R:3:forces:R:3 method="wB97M-V/def2-TZVPD" e_homo_ev=-2.620 total_charge=-1 e_lumo_ha=0.0708 homo_lumo_gap_ev=4.5474
Cs -0.83292 0.70186 2.13415 0.651 -0.438 -1.134
O -3.19576 -3.90888 -0.95860 -0.006 -0.035 -0.032
C -2.55794 -2.84460 -0.41458 -0.021 0.067 -0.051
O -2.39060 -2.72731 0.76390 -0.009 -0.014 0.037
C -2.10880 -1.85860 -1.45640 0.118 -0.131 0.095
C -2.25819 -2.10809 -2.81592 0.062 0.001 -0.024
C -1.77440 -1.16451 -3.70754 -0.005 -0.017 0.039
C -1.19073 -0.01274 -3.20891 0.039 -0.003 -0.029
C -1.12357 0.15198 -1.83053 -0.017 -0.038 -0.006
N -1.55705 -0.75870 -0.96590 -0.095 0.234 -0.140
C -0.67155 1.46053 -1.23152 0.163 0.161 0.237
O 0.21648 2.18304 -1.88612 -0.405 0.255 -0.006
O -1.18693 1.86086 -0.21702 -0.385 0.526 -1.055
H -3.44023 -4.47845 -0.21521 0.008 0.000 0.011
H -2.73002 -3.01815 -3.15368 -0.003 -0.008 0.000
H -1.85698 -1.32479 -4.77420 0.005 0.011 -0.008
H -0.80557 0.75905 -3.86107 0.016 -0.027 -0.010
H 0.92286 1.64143 -2.32353 0.094 -0.264 -0.094
Cl 0.33183 0.48389 7.34290 -0.012 -0.011 -0.025
C -1.27956 0.71211 6.57859 0.079 -0.020 0.049
C -1.20104 0.68403 5.03883 -0.079 0.052 0.535
O -0.79855 -0.37101 4.50962 -0.023 -0.451 1.057
O -1.58747 1.72772 4.46063 -0.285 0.254 0.730
H -1.65981 1.66533 6.92878 -0.015 0.002 -0.020
H -1.89573 -0.11229 6.92987 -0.038 0.019 -0.011
F 2.47279 0.36240 -4.07472 0.030 -0.032 -0.039
C 2.45587 0.56574 -2.70310 -0.010 0.045 0.018
C 2.03851 -0.45511 -1.85312 0.107 -0.061 0.148
C 2.12237 -0.30072 -0.48559 -0.026 -0.083 -0.086
C 2.66272 0.88642 0.14692 -0.120 -0.028 0.000
C 2.71047 1.04897 1.51243 -0.028 -0.006 -0.298
C 3.12931 1.87589 -0.80106 0.092 0.056 0.016
C 3.06029 1.70547 -2.16007 0.144 -0.009 0.015
H 1.64113 -1.37386 -2.27297 -0.009 0.019 -0.026
H 1.76614 -1.10699 0.14815 0.003 0.013 0.007
H 3.03679 1.98214 1.95263 0.137 -0.063 0.020
H 2.52207 0.20530 2.16386 -0.134 0.053 0.094
H 3.56594 2.79054 -0.41545 -0.004 -0.018 0.014
H 3.44785 2.47009 -2.82446 -0.018 -0.011 -0.024

(8)
23
Properties=species:S:1:pos:R:3:forces:R:3 method="wB97M-V/def2-TZVPD" e_homo_ev=-13.583 total_charge=+1 e_lumo_ha=-0.1914 homo_lumo_gap_ev=8.3756
C -0.52509 1.69636 -0.04299 -1.074 1.591 -0.299
C -0.55361 0.40499 0.02400 1.005 0.149 0.128
C -2.59706 -0.43158 -0.78377 -0.270 -0.785 1.257
C 2.37865 0.26393 0.65713 1.903 0.135 -0.285
C 2.21301 -0.10625 -1.76311 -2.691 -1.276 1.261
C -1.48803 -0.70426 0.33954 0.418 0.155 -0.553
N 1.65126 -0.43948 -0.43932 -0.842 0.623 2.362
N -1.92059 -0.56225 1.76964 -1.175 -0.470 -0.908
H 0.22986 2.48698 -0.15681 0.253 -1.039 0.035
H -1.53772 2.28093 -0.03322 1.376 -1.606 0.120
H -3.36552 0.15464 -0.22192 0.509 -0.016 -1.111
H -3.04641 -1.43098 -0.97120 0.186 0.816 -0.349
H -2.13147 0.04833 -1.67956 -0.933 -0.518 0.718
H 2.31870 1.37035 0.60012 -0.521 -0.639 -0.219
H 1.95202 -0.06774 1.61553 0.573 0.108 -0.278
H 3.54519 0.11165 0.55511 -2.199 -0.217 0.459
H 1.52807 -0.62560 -2.44363 0.202 1.188 -0.639
H 2.43432 0.93593 -1.76097 -0.254 0.680 -0.817
H 3.05571 -0.68103 -1.75476 2.928 -1.059 -0.638
H -1.00928 -1.70954 0.07698 -0.657 1.380 0.888
H -2.42999 -1.43235 2.01285 0.511 0.704 -0.021
H -2.64083 0.21447 1.90770 1.418 -1.263 -0.589
H 1.78306 -1.46382 -0.22371 -0.667 1.360 -0.523

E values (in eV) by entry order: -79550.344, -7852.581, -13488.769, -20010.872, -21982.602, -22455.793, -46368.085, -9434.497.